(1)
The following is a quantum chemistry calculation of a molecular structure, C5H4N2, from the Open Molecules 2025 dataset.

Properties
Energy relative to the best compared isomer or geometry (same formula, charge and spin), kcal per mole: 123.1
HOMO-LUMO gap, hartree: 0.35411
E_LUMO, eV: 0.7120
Calculated total energy, a.u.: -302.2321

Atoms and positions in Å:
C: -1.2358 2.4418 -1.1414
C: -0.8206 1.4276 -0.6305
C: -0.3117 0.2295 -0.0421
C: 0.8453 -0.4301 -0.4443
N: 1.0529 -1.4776 0.3842
N: -0.0371 -1.6218 1.2464
C: -0.9072 -0.5466 1.0272
H: -1.6140 3.3393 -1.5950
H: 1.5167 -0.2334 -1.2766
H: 1.7458 -2.2161 0.2899
H: -0.2345 -0.9126 2.1823

---

(2)
The following is a quantum chemistry calculation of a molecular structure, C50H38BrF4MoN5P2Se2, from the Open Molecules 2025 dataset.

Properties
Charge: +2
HOMO-LUMO gap (alpha / beta), hartree: 0.23813 / 0.24508
E_LUMO (alpha / beta), eV: -5.8925 / -5.8522
Calculated total energy, a.u.: -10728.7496

Atoms and positions in Å:
Mo: 0.2648 -0.2887 -0.1910
C: 4.2520 4.9574 1.6285
C: 3.1058 3.9932 1.4973
C: 1.8639 4.4019 1.0188
C: 0.8315 3.5006 0.8603
C: 0.9897 2.1557 1.1917
N: -0.0862 1.2501 0.9641
C: -1.3220 1.7394 1.4598
C: -1.3480 2.4307 2.6793
C: -2.5006 2.9885 3.1782
C: -3.7083 2.8864 2.4847
C: -4.9660 3.5030 3.0256
C: -3.7061 2.1633 1.3091
C: -2.5390 1.5966 0.7975
N: -2.6654 0.7334 -0.3331
C: -3.7403 0.5948 -1.1316
C: -3.7078 -0.6679 -1.6798
C: -2.5547 -1.2588 -1.1598
N: -1.9068 -0.3862 -0.3812
C: 2.2301 1.7405 1.6612
C: 3.2735 2.6511 1.7987
N: 2.4900 0.3639 1.9266
C: 3.5449 -0.1042 2.6308
C: 3.7566 -1.4116 2.2728
C: 2.7662 -1.6916 1.3327
N: 1.9924 -0.6264 1.1332
H: 3.9044 5.9880 1.5880
H: 4.9692 4.8149 0.8180
H: 4.7849 4.8143 2.5684
H: 1.7098 5.4416 0.7567
H: -0.1279 3.8310 0.4816
H: -0.4230 2.5362 3.2311
H: -2.4696 3.5130 4.1257
H: -4.8760 4.5894 3.0669
H: -5.1606 3.1559 4.0412
H: -5.8306 3.2613 2.4094
H: -4.6461 2.0003 0.7977
H: -4.4686 1.3800 -1.2393
H: -4.4318 -1.0962 -2.3500
H: -0.7397 -2.8387 -1.5551
H: 4.2511 2.3040 2.1069
H: 4.0638 0.5284 3.3295
H: 4.5076 -2.0808 2.6539
H: 2.5666 -2.6129 0.8103
F: -3.5823 -5.6902 -2.6395
C: -3.0586 -4.8994 -1.7263
C: -2.8000 -5.3642 -0.4534
F: -3.0541 -6.6166 -0.1357
C: -2.2333 -4.5089 0.4976
F: -2.0239 -5.0121 1.7073
C: -1.8774 -3.2163 0.1992
P: -0.8527 -2.2037 1.3494
C: -2.1215 -1.8143 2.6204
C: -1.9175 -1.9894 3.9894
C: -2.9169 -1.6696 4.8979
C: -4.1357 -1.1798 4.4583
C: -4.3626 -1.0376 3.0984
C: -3.3691 -1.3546 2.1861
C: 0.3436 -3.3769 2.0667
C: 1.0270 -3.0172 3.2282
C: 1.9906 -3.8519 3.7745
C: 2.3309 -5.0327 3.1344
C: 1.7134 -5.3624 1.9348
C: 0.7302 -4.5440 1.4053
C: -2.2184 -2.7006 -1.0975
Br: 0.7261 -2.5401 -1.6875
C: -2.8253 -3.5597 -2.0160
F: -3.2086 -3.1008 -3.2021
H: -1.0047 -2.4120 4.3707
H: -2.7402 -1.8215 5.9544
H: -4.9141 -0.9354 5.1692
H: -5.3247 -0.6935 2.7402
H: -3.5988 -1.2774 1.1341
H: 0.8450 -2.0624 3.7034
H: 2.4885 -3.5635 4.6910
H: 3.0841 -5.6848 3.5560
H: 1.9893 -6.2688 1.4121
H: 0.2750 -4.8305 0.4676
Se: 2.5243 0.4575 -1.3340
P: 1.5517 1.0553 -3.1894
Se: -0.4705 0.9577 -2.3742
C: 1.9719 2.6811 -3.8043
C: 1.4387 3.8201 -3.2014
C: 1.8228 5.0708 -3.6499
C: 2.7439 5.1880 -4.6853
C: 3.2817 4.0549 -5.2787
C: 2.8971 2.7958 -4.8429
C: 1.8075 -0.0942 -4.5465
C: 2.8290 -1.0350 -4.5345
C: 3.0071 -1.8585 -5.6396
C: 2.1683 -1.7417 -6.7369
C: 1.1427 -0.8006 -6.7443
C: 0.9625 0.0281 -5.6511
H: 0.7256 3.7235 -2.3913
H: 1.4010 5.9578 -3.1959
H: 3.0390 6.1686 -5.0348
H: 3.9965 4.1492 -6.0848
H: 3.3047 1.9115 -5.3150
H: 3.4788 -1.1250 -3.6727
H: 3.8056 -2.5887 -5.6411
H: 2.3116 -2.3844 -7.5958
H: 0.4909 -0.7116 -7.6030
H: 0.1701 0.7678 -5.6567

---

(3)
The following is a quantum chemistry calculation of a molecular structure, C41H72BN8O7P4SSc, from the Open Molecules 2025 dataset.

Properties
Charge: +2
Energy relative to the best compared isomer or geometry (same formula, charge and spin), kcal per mole: 48.4
HOMO-LUMO gap, hartree: 0.23932
E_LUMO, eV: -5.1659
Calculated total energy, a.u.: -5119.3296

Atoms and positions in Å:
Sc: -0.4860 -0.1223 0.7831
C: -1.6128 -2.1353 4.4074
P: -1.2392 -2.2257 2.6125
C: -2.7716 -3.0390 2.0179
C: -0.0738 -3.6577 2.6970
C: 0.5471 -4.0461 1.3582
P: 1.4868 -2.6367 0.6142
C: 2.9509 -2.6111 1.7278
C: 2.2305 -3.5147 -0.8160
H: -1.9493 -3.1120 4.7564
H: -2.3922 -1.4018 4.6118
H: -0.7150 -1.8570 4.9611
H: -3.0342 -3.8729 2.6703
H: -2.6319 -3.3959 0.9988
H: -3.5817 -2.3062 2.0110
H: -0.6205 -4.4959 3.1320
H: 0.7145 -3.3778 3.4001
H: -0.2285 -4.3488 0.6506
H: 1.2253 -4.8914 1.4860
H: 3.2861 -3.6247 1.9525
H: 2.7200 -2.0843 2.6544
H: 3.7577 -2.0770 1.2201
H: 2.8343 -4.3482 -0.4560
H: 2.8653 -2.8285 -1.3779
H: 1.4554 -3.8990 -1.4799
C: 4.0802 0.1675 3.5264
N: 2.8022 0.5972 4.1261
C: 2.8948 0.9576 5.5455
P: 1.7512 1.2597 3.0674
O: 1.2195 0.2762 2.0786
O: 0.5313 1.6947 4.0685
P: -0.8947 2.1373 3.4830
O: -1.1295 1.5935 2.1142
N: -1.9833 1.5823 4.5789
C: -1.5607 1.1045 5.9031
C: -3.2659 1.1094 4.0260
N: -0.7884 3.7774 3.5043
C: -0.4161 4.3924 4.7877
C: -1.8891 4.4906 2.8417
N: 2.3846 2.5858 2.3660
C: 1.6926 3.2574 1.2520
C: 3.1538 3.5176 3.2010
H: 4.8479 0.9396 3.6289
H: 3.9443 -0.0494 2.4683
H: 4.4296 -0.7356 4.0264
H: 3.7570 1.6029 5.7342
H: 3.0174 0.0496 6.1381
H: 1.9928 1.4639 5.8758
H: -0.8677 1.8133 6.3553
H: -1.0793 0.1256 5.8720
H: -2.4368 1.0442 6.5457
H: -3.7624 1.9045 3.4658
H: -3.9149 0.8265 4.8530
H: -3.1497 0.2558 3.3512
H: 0.3995 3.8433 5.2567
H: -1.2655 4.4329 5.4789
H: -0.0794 5.4108 4.5983
H: -2.1828 3.9591 1.9428
H: -1.5485 5.4879 2.5622
H: -2.7586 4.5955 3.5008
H: 1.1635 2.5392 0.6413
H: 2.4383 3.7411 0.6230
H: 0.9958 4.0089 1.6265
H: 3.6247 3.0018 4.0352
H: 2.5179 4.3176 3.5931
H: 3.9398 3.9678 2.5946
C: -4.7071 0.9753 -3.4280
O: -4.8223 0.2049 -2.2255
C: -4.5426 -1.1012 -2.2632
C: -4.1161 -1.7713 -3.4093
C: -3.9727 -3.1500 -3.4123
C: -4.2315 -3.8880 -2.2644
C: -4.6344 -3.2263 -1.1207
C: -4.7819 -1.8423 -1.0965
N: -5.4072 -1.2874 0.0603
C: -5.4663 -0.0730 0.5840
C: -4.6523 1.0544 0.4413
C: -5.3266 2.3019 0.6031
C: -4.7414 3.4741 0.2409
C: -3.4201 3.4445 -0.2637
C: -2.6958 2.2869 -0.2871
C: -3.2550 1.0512 0.1217
O: -2.5287 -0.0106 0.2703
H: -5.0604 1.9683 -3.1711
H: -5.3334 0.5592 -4.2174
H: -3.6666 1.0390 -3.7513
H: -3.9694 -1.2159 -4.3263
H: -3.6911 -3.6564 -4.3288
H: -4.1460 -4.9668 -2.2702
H: -4.8827 -3.7930 -0.2276
H: -6.0699 -1.9313 0.4639
H: -6.3503 0.0581 1.2039
H: -6.3597 2.2885 0.9370
H: -5.2803 4.4104 0.3165
H: -2.9654 4.3627 -0.6178
H: -1.6751 2.2760 -0.6395
C: -0.2385 -0.8349 -5.6044
N: -0.6624 0.1123 -4.5909
C: -0.0539 1.2711 -4.2906
N: 1.0104 1.6178 -5.0249
S: -0.6698 2.2669 -3.0756
H: -1.0672 -1.5066 -5.8279
H: 0.6250 -1.4259 -5.2865
H: 0.0149 -0.3197 -6.5315
H: -1.3792 -0.1479 -3.9386
H: 1.4681 0.9868 -5.6618
H: 1.4572 2.4891 -4.8030
N: -0.9905 -2.5402 -1.7682
C: -1.0296 -2.1505 -0.6846
H: -0.8644 -2.7738 -2.7315
C: 4.1386 -1.0698 -6.3831
C: 5.0491 -1.0983 -5.1431
C: 6.3540 -0.3835 -5.4985
C: 5.3755 -2.5539 -4.7812
C: 4.3164 -0.4254 -3.9788
C: 4.7959 0.7236 -3.3505
C: 4.1016 1.3617 -2.3176
C: 2.8994 0.8180 -1.9388
O: 2.0086 1.2374 -0.9866
B: 0.9002 0.3698 -1.0152
O: 1.1967 -0.6424 -1.9869
C: 2.4114 -0.3263 -2.5420
C: 3.0969 -0.9691 -3.5461
H: 4.6557 -1.5009 -7.2441
H: 3.8703 -0.0382 -6.6331
H: 3.2200 -1.6426 -6.2249
H: 6.8316 -0.8981 -6.3343
H: 7.0555 -0.3862 -4.6607
H: 6.1741 0.6506 -5.8038
H: 5.9081 -3.0363 -5.6047
H: 4.4724 -3.1372 -4.5810
H: 6.0112 -2.5950 -3.8930
H: 5.7434 1.1461 -3.6580
H: 4.4966 2.2521 -1.8419
H: 2.7066 -1.8804 -3.9867

---

(4)
The following is a quantum chemistry calculation of 3 unconnected molecules or ions with the total composition C3H9N3O6, from the Open Molecules 2025 dataset.

Properties
Energy relative to the best compared isomer or geometry (same formula, charge and spin), kcal per mole: 25.3
HOMO-LUMO gap, hartree: 0.39899
E_LUMO, eV: -0.2574
Calculated total energy, a.u.: -735.0862

Atoms and positions in Å:
C: -6.5201 -4.3561 3.4184
N: -5.0782 -4.0243 3.5540
O: -4.3167 -3.9270 2.5880
O: -4.7755 -3.7729 4.6969
H: -6.7156 -4.8160 2.4497
H: -6.9941 -3.3998 3.6394
H: -6.5395 -5.1568 4.1577
C: -1.4534 -0.8295 -3.0813
N: -0.3968 0.1839 -3.5654
O: -0.7770 0.8523 -4.5331
O: 0.7575 0.2502 -2.9863
H: -1.7819 -1.5370 -3.8427
H: -2.2863 -0.2292 -2.7152
H: -0.9760 -1.4891 -2.3567
C: 6.2610 4.3087 -0.1723
N: 7.5975 5.0135 -0.2501
O: 8.3231 4.6599 -1.1950
O: 7.8996 5.8811 0.5823
H: 5.6888 4.8305 0.5948
H: 6.3678 3.2677 0.1329
H: 5.7158 4.2898 -1.1160

---

(5)
The following is a quantum chemistry calculation of a molecular structure, C45H115CuN6O16, from the Open Molecules 2025 dataset.

Properties
Charge: +2
HOMO-LUMO gap (alpha / beta), hartree: 0.26760 / 0.08181
<S²>: 2.0096
E_LUMO (alpha / beta), eV: -4.2979 / -9.3532
Spin multiplicity: 3
Calculated total energy, a.u.: -4955.3606

Atoms and positions in Å:
Cu: -1.0258 -1.6445 -4.6423
C: -0.0724 0.6891 -1.0860
C: 0.3104 -0.7635 -1.5312
C: -0.4443 -1.9184 -0.8575
O: 0.2931 -0.8794 -2.9654
H: -0.1093 0.6455 0.0025
H: -1.0321 1.0553 -1.4505
H: 0.6737 1.4221 -1.3930
H: 1.3083 -0.9326 -1.1266
H: -0.4042 -1.8151 0.2268
H: -0.0366 -2.9104 -1.0519
H: -1.4762 -1.9326 -1.2084
C: -1.8607 -2.2856 2.3906
O: -1.6739 -1.0064 3.0427
C: -2.8405 -0.2251 3.2505
C: -2.6828 0.6348 4.4594
N: -1.9165 1.8502 4.2394
C: -1.3147 2.4558 5.4208
C: -0.3104 3.5323 4.9198
O: 0.7348 2.8547 4.2135
C: 1.8705 3.6048 3.9057
H: -2.2989 -3.0070 3.0803
H: -0.8342 -2.6134 2.2263
H: -2.4324 -2.2636 1.4628
H: -3.6549 -0.9127 3.4786
H: -3.1171 0.3838 2.3898
H: -2.2650 0.0109 5.2496
H: -3.6492 0.9781 4.8286
H: -1.1999 1.6641 3.5524
H: -0.6735 1.7697 5.9742
H: -2.0307 2.9217 6.0979
H: 0.0532 4.0552 5.8044
H: -0.6869 4.2965 4.2398
H: 2.1361 4.1923 4.7846
H: 1.7055 4.2933 3.0769
H: 2.7159 2.9780 3.6218
C: 3.2897 -1.1078 1.4599
O: 3.0006 -0.8162 2.7999
C: 1.7606 -0.1065 3.0768
C: 1.4495 -0.2330 4.6202
N: 0.5759 -1.3759 4.9551
C: 1.3069 -2.6465 5.1140
C: 0.4316 -3.8864 5.3699
O: -0.3049 -4.3651 4.2387
C: -1.2223 -5.4092 4.6415
H: 3.9961 -1.9379 1.4530
H: 3.7472 -0.2663 0.9396
H: 2.3415 -1.2855 0.9526
H: 0.9593 -0.4802 2.4393
H: 1.9716 0.9427 2.8701
H: 1.0258 0.6597 5.0801
H: 2.4190 -0.3307 5.1087
H: -0.0932 -1.4483 4.2021
H: 2.0459 -2.5486 5.9092
H: 1.8776 -2.9082 4.2229
H: -0.2505 -3.7103 6.2016
H: 1.1258 -4.6951 5.5981
H: -0.7416 -6.1868 5.2352
H: -1.6601 -5.8144 3.7293
H: -2.0517 -4.9726 5.1978
C: 2.2157 -4.6755 2.0538
O: 1.6945 -5.5687 1.0190
C: 0.2844 -5.5492 0.9506
C: -0.3179 -6.4518 -0.2050
N: -0.5137 -7.8726 0.1311
C: 0.7268 -8.5441 0.5866
C: 0.6819 -10.0877 0.4808
O: 1.7967 -10.5867 1.2514
C: 1.9837 -11.9731 1.2762
H: 1.9803 -3.6261 1.8763
H: 3.3008 -4.7651 2.0026
H: 1.7660 -4.9729 3.0011
H: -0.0371 -4.5266 0.7533
H: -0.0777 -5.7075 1.9665
H: 0.3343 -6.4487 -1.0784
H: -1.2194 -5.9443 -0.5483
H: -0.8750 -8.2657 -0.7263
H: 1.0919 -8.1220 1.5229
H: 1.4572 -8.2379 -0.1623
H: 0.7742 -10.4501 -0.5430
H: -0.2708 -10.3725 0.9274
H: 2.6067 -12.3240 0.4536
H: 0.9844 -12.4080 1.2528
H: 2.4462 -12.2508 2.2233
C: -0.9084 1.5934 -5.0517
O: -1.6196 0.4746 -4.8992
C: -2.9670 0.6403 -4.2903
C: -3.7142 -0.6609 -4.3737
N: -3.0843 -1.6753 -3.5351
C: -3.4650 -3.0619 -3.8377
C: -2.4083 -3.9938 -3.2424
O: -1.1166 -3.6823 -3.8059
C: -0.0778 -4.5587 -3.4245
H: -1.4463 2.2860 -5.6991
H: 0.1256 1.4254 -5.3528
H: -0.8986 2.1232 -4.0992
H: -3.5625 1.4336 -4.7422
H: -2.8771 0.9068 -3.2372
H: -3.6588 -0.9373 -5.4266
H: -4.7732 -0.5961 -4.1239
H: -3.4814 -1.4475 -2.6348
H: -3.4772 -3.2861 -4.9044
H: -4.4537 -3.3558 -3.4856
H: -2.7221 -5.0294 -3.3733
H: -2.3689 -3.8267 -2.1660
H: 0.7274 -4.1101 -4.0063
H: -0.3512 -5.5515 -3.7818
H: 0.1474 -4.6098 -2.3592
C: 2.8596 9.8716 -1.0495
O: 2.2197 8.6230 -0.8448
C: 1.7795 8.0128 -2.0211
C: 1.2551 6.6097 -1.6629
N: 2.3571 5.7775 -1.3335
C: 1.8346 4.5521 -0.7040
C: 2.8999 3.7201 -0.0561
O: 3.2565 4.2731 1.1865
C: 4.5012 3.6929 1.5523
H: 3.8200 9.7510 -1.5507
H: 3.1079 10.2663 -0.0643
H: 2.2093 10.6264 -1.4915
H: 2.6062 8.0175 -2.7315
H: 0.9503 8.5850 -2.4371
H: 0.6509 6.0710 -2.3929
H: 0.5401 6.7460 -0.8516
H: 2.7557 6.2553 -0.5379
H: 1.3750 3.9355 -1.4764
H: 1.0253 4.8212 -0.0252
H: 3.6263 3.5509 -0.8510
H: 2.5073 2.7467 0.2380
H: 5.3467 4.0588 0.9698
H: 4.5411 2.6037 1.5643
H: 4.7616 4.1043 2.5275
C: -1.6093 10.2459 -1.7045
O: -2.2916 8.9897 -1.6772
C: -2.4772 8.4977 -3.0125
C: -3.0952 7.0886 -2.9133
N: -2.3570 6.0997 -2.1662
C: -3.0522 4.7936 -1.9924
C: -2.1968 3.7452 -1.2778
O: -2.2141 4.0314 0.1303
C: -1.5403 3.1179 0.9777
H: -0.5809 10.0219 -1.9879
H: -1.6459 10.7185 -0.7230
H: -2.0829 11.0450 -2.2748
H: -1.5963 8.4532 -3.6529
H: -3.1497 9.1563 -3.5622
H: -3.2168 6.7048 -3.9262
H: -4.0878 7.1111 -2.4636
H: -2.0765 6.4707 -1.2697
H: -3.3669 4.4565 -2.9801
H: -4.0049 4.9330 -1.4815
H: -1.1641 3.6555 -1.6148
H: -2.6235 2.7440 -1.3388
H: -1.9539 2.1210 0.8252
H: -1.6259 3.3928 2.0290
H: -0.5279 2.9884 0.5951
C: 3.1205 -3.5302 -1.5873
C: 3.7593 -4.8873 -1.3864
O: 2.8555 -5.9050 -1.4968
H: 2.6421 -3.1787 -0.6731
H: 2.3550 -3.5395 -2.3633
H: 3.7701 -2.7891 -2.0528
H: 4.1817 -4.9160 -0.3820
H: 4.5838 -5.1271 -2.0578
H: 2.2696 -5.8745 -0.7369
C: -4.7186 0.6826 -0.4735
C: -4.2006 -0.6508 -0.1979
O: -4.8052 -1.5177 -1.1244
H: -5.7505 0.7545 -0.1299
H: -4.7729 0.9370 -1.5320
H: -4.2078 1.4216 0.1438
H: -4.4517 -0.9200 0.8280
H: -3.1220 -0.7678 -0.3025
H: -4.8645 -2.3479 -0.6460
C: 4.0498 1.5649 -3.0032
C: 3.9965 0.2559 -3.7691
O: 2.7448 0.1682 -4.4273
H: 5.0626 1.6687 -2.6140
H: 3.4670 1.4795 -2.0861
H: 3.7112 2.4268 -3.5783
H: 4.1681 -0.6157 -3.1376
H: 4.7434 0.2498 -4.5630
H: 2.0227 0.0859 -3.8001

---

(6)
The following is a quantum chemistry calculation of 3 unconnected molecules or ions with the total composition C4H12NS, from the Open Molecules 2025 dataset.

Properties
Charge: +1
Energy relative to the best compared isomer or geometry (same formula, charge and spin), kcal per mole: 122.1
HOMO-LUMO gap, hartree: 0.18999
E_LUMO, eV: -8.1330
Calculated total energy, a.u.: -612.1101

Atoms and positions in Å:
C: 2.2481 0.2851 -1.3213
C: 2.3263 0.0949 0.1625
C: 3.4042 0.2413 0.9030
C: -0.7165 -0.6380 0.4951
S: -1.2929 0.1225 -0.8849
N: -4.3110 0.1772 0.2184
H: 1.4019 0.8961 -1.6261
H: 2.1954 -0.6790 -1.8367
H: 3.1649 0.7702 -1.6448
H: 1.3495 -0.0933 0.6712
H: 3.4269 0.0538 1.9639
H: 4.3606 0.4361 0.4344
H: -1.0901 -1.6507 0.5657
H: -0.8532 -0.0171 1.3805
H: -2.5442 -0.3438 -1.1991
H: -3.4253 -0.1704 0.5462
H: -4.5980 1.0056 0.7396
H: -5.0465 -0.4905 0.4325

---

(7)
The following is a quantum chemistry calculation of 3 unconnected molecules or ions with the total composition C3H12O4, from the Open Molecules 2025 dataset.

Properties
Energy relative to the best compared isomer or geometry (same formula, charge and spin), kcal per mole: 40.6
HOMO-LUMO gap, hartree: 0.36585
E_LUMO, eV: 0.5198
Calculated total energy, a.u.: -422.3967

Atoms and positions in Å:
O: -1.4883 -0.5684 -2.2484
C: -1.1874 0.1350 -1.1181
C: 0.3014 -0.2647 -0.6292
C: 0.5181 0.6130 0.6013
O: 1.7233 0.3578 1.1319
H: -1.4089 -1.4707 -2.2618
H: -1.1814 1.1124 -1.5805
H: -1.9591 0.0694 -0.3409
H: 0.3872 -1.3302 -0.3624
H: 0.9954 -0.1166 -1.4082
H: 0.7392 1.7182 0.3002
H: -0.2905 0.5425 1.3607
H: 1.8023 -0.1044 1.9500
O: -2.8004 1.0574 1.7423
H: -3.2977 0.7038 2.4723
H: -2.8621 2.0027 1.8903
O: 3.2004 -1.7826 -0.3498
H: 2.8655 -0.8742 -0.2450
H: 3.9429 -1.8002 -0.9048